# 1
Entry from the OMol25 dataset: a 3-piece molecular cluster, C5H15NOS overall (ωB97M-V/def2-TZVPD).

Geometry as XYZ:
```
23
Properties=species:S:1:pos:R:3:forces:R:3
C -0.63596 -0.60471 -1.20264 -0.844 1.027 1.711
N -0.22243 0.36138 -0.24614 0.473 -0.181 -0.902
C 0.60805 -0.09144 0.85367 -0.829 0.145 -0.569
C 1.13738 1.24253 1.44638 -0.451 -1.231 0.072
S 2.30450 1.01702 2.82798 0.723 -0.054 -0.439
C 1.68705 -1.12054 0.48617 0.182 1.123 0.244
C -1.31029 0.08156 -2.38529 0.566 0.567 -0.169
H 0.25325 -1.34131 -1.55786 -0.543 0.099 -0.794
H -1.38895 -1.29296 -0.75775 0.372 -0.566 -0.228
H 0.44011 -1.95796 -2.50914 0.433 -0.294 -0.056
H 0.00569 -0.52660 1.68682 0.067 -0.197 -0.162
H 1.56629 1.83198 0.64019 0.041 0.155 0.180
H 0.22804 1.67310 1.85926 0.231 0.589 -0.195
H 1.51708 1.38369 3.81010 -0.485 0.218 0.535
H 2.40526 -0.68475 -0.22205 0.010 0.070 0.173
H 2.17900 -1.34421 1.43454 0.277 -0.496 -0.269
H 1.29194 -1.99089 -0.02180 -0.188 -0.308 0.341
H -0.58772 0.69762 -2.93738 0.073 -0.188 0.078
H -1.78929 -0.57946 -3.10583 -0.038 -0.246 0.135
H -2.03871 0.79790 -1.99688 -0.140 -0.237 0.013
H -1.84907 0.62807 0.25280 -0.196 -0.418 0.527
H -3.03355 1.35102 0.95864 -0.086 0.010 0.035
O -2.76766 0.46897 0.68619 0.352 0.413 -0.263
```
Forces are in eV/Å.

Orbital gap (spin up / spin down) = 5.6 / 5.9 eV
LUMO (spin up / spin down) = 3.078 / 3.076 eV
Total charge = -1
Spin multiplicity = 2
Energy above the lowest of the compared OMol25 structures with the same formula, charge and spin = 43.8 kcal/mol
E_HOMO (spin up / spin down) = -2.51 / -2.81 eV
<S²> = 0.76

# 2
Entry from the OMol25 dataset: C36H60GeN4PTi as an isolated structure (ωB97M-V/def2-TZVPD).

Geometry as XYZ:
```
103
Properties=species:S:1:pos:R:3:forces:R:3
Ti -1.18515 0.06342 0.01973 0.032 -0.064 0.681
C -3.12474 -1.63218 -1.06140 0.089 -0.154 0.018
C -3.77240 -1.29927 0.28190 -0.030 0.132 -0.090
C -4.13717 0.18283 0.28875 0.032 -0.100 0.020
N -2.89940 0.96049 0.15219 -0.325 -0.039 0.039
C -2.94907 2.32474 0.10683 0.118 0.158 -0.034
C -4.15250 3.00848 0.00626 0.013 -0.013 0.031
C -4.42324 4.37637 -0.00577 -0.022 -0.002 0.000
C -3.56242 5.44241 0.12461 0.006 0.013 0.002
C -2.18132 5.38441 0.29123 0.000 -0.018 -0.001
C -1.34331 4.28960 0.32022 -0.030 -0.008 0.019
C -1.62077 2.92003 0.18072 -0.079 -0.021 -0.060
N -0.64663 1.99568 0.15752 0.055 0.090 -0.057
C 0.67044 2.27008 0.73594 0.012 0.009 -0.027
C 0.54719 2.32387 2.26190 0.059 0.007 -0.006
C -0.49673 1.29901 2.70617 -0.050 -0.033 0.008
N -0.41784 0.07973 1.90207 0.116 -0.023 -0.145
C 0.39252 -0.92850 2.26688 0.021 0.013 -0.131
C 1.24460 -0.84810 3.38574 -0.111 0.068 -0.074
C 2.11373 -1.76341 3.93400 0.060 -0.084 0.019
C 2.41900 -3.05834 3.52364 0.002 0.059 0.041
C 1.89804 -3.70328 2.42885 -0.042 -0.011 -0.046
C 0.95990 -3.26220 1.49385 -0.067 -0.089 0.062
C 0.26926 -2.06337 1.36872 0.097 0.124 -0.067
N -0.63080 -1.84176 0.35501 -0.044 -0.282 -0.037
C -1.19151 -3.09134 -0.21043 0.028 0.014 0.008
C -2.33723 -2.92008 -1.20107 -0.033 0.014 0.010
H -2.44449 -0.81684 -1.39322 -0.141 0.018 -0.084
H -3.89848 -1.59591 -1.83266 0.024 0.085 -0.034
H -3.11569 -1.52293 1.12979 0.012 -0.018 -0.008
H -4.66886 -1.90500 0.41488 0.002 -0.003 0.020
H -4.64691 0.46323 1.21372 0.003 -0.013 0.005
H -4.82073 0.38218 -0.54386 0.021 0.031 -0.012
H -5.03471 2.38698 -0.06331 0.002 -0.009 0.000
H -5.47200 4.62726 -0.11260 0.001 0.001 0.000
H -4.00649 6.42931 0.10865 0.010 0.005 0.000
H -1.68219 6.34025 0.40013 -0.010 0.006 0.000
H -0.29593 4.53123 0.44146 -0.001 0.002 0.003
H 1.14423 3.16689 0.33278 -0.032 -0.002 -0.035
H 1.32084 1.43769 0.45576 0.030 0.022 -0.003
H 0.24164 3.31541 2.59956 0.008 0.001 0.009
H 1.52526 2.11997 2.70137 -0.004 0.016 0.000
H -1.49692 1.70788 2.56197 0.003 0.005 0.020
H -0.41981 1.07921 3.77050 -0.010 0.010 0.000
H 1.21386 0.09281 3.91616 0.000 -0.006 -0.006
H 2.63886 -1.41510 4.81596 0.004 -0.009 0.000
H 3.14139 -3.60208 4.11830 0.004 0.008 0.005
H 2.27247 -4.70420 2.24623 -0.001 0.000 0.000
H 0.75833 -3.99480 0.72666 0.002 0.002 0.006
H -1.52755 -3.69376 0.63908 -0.006 -0.013 -0.012
H -0.41372 -3.66238 -0.71911 0.002 0.008 -0.001
H -3.00465 -3.77799 -1.10346 0.000 0.000 0.006
H -1.94413 -2.95916 -2.21714 -0.023 -0.032 -0.012
C 4.25694 -6.77636 -1.94590 0.004 0.007 -0.026
C 4.20934 -5.25457 -1.98505 -0.005 -0.060 0.019
C 3.81245 -4.65145 -0.64264 0.005 0.013 -0.016
C 3.78803 -3.12226 -0.64957 0.035 0.039 -0.001
Ge 2.46448 -2.38177 -1.90184 -0.037 -0.063 0.098
C 3.19414 -1.81732 -3.63613 0.029 0.040 -0.056
C 4.34739 -0.82269 -3.52046 -0.013 -0.002 0.008
C 4.85821 -0.34144 -4.87453 -0.008 -0.009 0.005
C 6.00118 0.65559 -4.74580 0.007 0.009 -0.011
H 4.54079 -7.19099 -2.91242 0.000 0.000 0.003
H 3.28327 -7.19206 -1.67881 0.000 0.000 0.003
H 4.98217 -7.12554 -1.20937 0.000 0.002 0.003
H 3.49912 -4.93331 -2.75671 0.001 0.006 0.006
H 5.18597 -4.85922 -2.28027 -0.002 0.014 0.003
H 4.51565 -4.99384 0.12379 -0.007 -0.015 -0.001
H 2.82805 -5.04342 -0.35566 0.010 0.004 -0.007
H 4.75963 -2.72297 -0.95238 0.019 -0.018 0.028
H 3.58450 -2.72839 0.34735 0.026 0.013 -0.004
H 1.32156 -3.41451 -2.13585 -0.018 -0.008 0.021
H 2.38182 -1.39692 -4.23740 0.017 -0.003 -0.006
H 3.52679 -2.72111 -4.15770 -0.028 0.001 0.012
H 5.17339 -1.28403 -2.97027 0.010 0.023 0.010
H 4.04230 0.04924 -2.92702 0.016 -0.012 0.004
H 4.02913 0.11247 -5.42835 -0.001 -0.007 -0.009
H 5.18113 -1.20494 -5.46251 -0.006 0.001 0.000
H 5.68998 1.54230 -4.18848 0.001 0.002 0.003
H 6.35335 0.98442 -5.72272 0.002 0.003 0.003
H 6.84912 0.21501 -4.21880 -0.003 -0.003 0.000
C -2.99503 1.38376 -3.39887 0.011 0.018 -0.017
C -1.54502 1.78938 -3.14588 0.020 -0.023 -0.109
P -0.47788 0.46122 -2.47362 0.117 0.195 -0.072
C 1.21388 1.15082 -2.55892 0.033 -0.005 -0.060
C 1.64133 1.88278 -3.83098 0.017 -0.002 0.006
C -0.66096 -0.90612 -3.67060 -0.009 -0.081 -0.027
C -0.42898 -0.60041 -5.15086 0.012 -0.028 -0.009
H -3.57143 2.24750 -3.72875 0.000 -0.003 -0.007
H -3.47264 0.99059 -2.50208 -0.025 -0.005 0.061
H -3.06966 0.62796 -4.18137 0.000 -0.005 0.013
H -1.48267 2.63724 -2.46106 0.002 -0.001 0.030
H -1.08788 2.11952 -4.08137 -0.021 0.013 0.021
H 1.88292 0.31266 -2.34536 0.007 0.011 0.013
H 1.29527 1.82849 -1.70812 -0.001 0.011 -0.005
H 1.61682 1.24363 -4.71016 -0.009 0.003 0.004
H 2.66777 2.23040 -3.70996 0.000 -0.001 -0.007
H 1.02461 2.75971 -4.02644 0.007 -0.009 0.000
H -1.68633 -1.25874 -3.52983 -0.009 0.008 -0.019
H -0.01705 -1.72503 -3.33913 -0.010 0.029 0.032
H -0.94746 0.29932 -5.48201 -0.001 0.004 0.015
H -0.80174 -1.43045 -5.75046 0.007 0.002 -0.005
H 0.62836 -0.48830 -5.37910 -0.004 0.019 -0.004
```
Forces are in eV/Å.

Orbital gap (spin up / spin down) = 5.5 / 7.0 eV
LUMO (spin up / spin down) = -6.328 / -6.330 eV
Total charge = +2
Spin multiplicity = 2
Energy above the lowest of the compared OMol25 structures with the same formula, charge and spin = 41.1 kcal/mol
E_HOMO (spin up / spin down) = -11.81 / -13.36 eV
<S²> = 0.75

# 3
Entry from the OMol25 dataset: C35H38N6O3Zr as an isolated structure (ωB97M-V/def2-TZVPD).

Geometry as XYZ:
```
83
Properties=species:S:1:pos:R:3:forces:R:3
Zr 0.33196 -1.01561 -0.77366 -0.776 -0.076 0.149
C 1.99860 -3.05912 -3.06812 0.038 0.027 -0.009
C 2.01571 -1.54708 -3.28795 -0.083 0.106 -0.154
C 3.28768 -0.86453 -2.84668 -0.094 -0.034 0.033
C 4.21144 -0.52209 -3.81876 0.026 0.023 -0.033
C 5.40441 0.09425 -3.47142 -0.008 0.005 0.064
C 5.65205 0.38697 -2.14467 0.040 -0.044 -0.043
C 4.75390 0.05246 -1.13128 0.016 -0.009 0.125
C 5.11317 0.48201 0.27578 0.018 0.057 -0.043
C 6.20360 -0.37980 0.91966 -0.025 -0.015 -0.018
C 3.57535 -0.61160 -1.49699 0.010 0.034 -0.054
N 2.54997 -0.92848 -0.55404 -0.069 0.023 0.183
C 2.81718 -1.32274 0.67529 -0.051 0.032 -0.176
C 1.80097 -1.37273 1.65038 0.086 -0.030 0.078
C 1.85872 -1.69340 3.00349 -0.023 -0.026 0.010
C 0.58186 -1.46815 3.52676 -0.031 0.004 0.039
C -0.21602 -1.02414 2.48220 0.066 -0.073 -0.006
N 0.50075 -0.95109 1.33458 -0.023 0.013 -0.334
H 1.05749 -3.50021 -3.39805 0.000 -0.016 0.001
H 2.17772 -3.32654 -2.02661 -0.002 -0.026 0.030
H 2.80049 -3.50459 -3.65527 0.011 0.016 -0.009
H 1.09238 -1.03093 -2.91690 0.086 0.000 0.113
H 1.87980 -1.33417 -4.34953 0.019 -0.100 -0.038
H 3.99171 -0.72749 -4.85958 0.004 0.001 0.014
H 6.12079 0.36653 -4.23408 -0.004 0.001 0.001
H 6.56359 0.90621 -1.87265 -0.010 -0.004 -0.006
H 4.22812 0.53604 0.91553 0.053 0.024 0.006
H 5.49410 1.50318 0.21677 -0.035 0.032 -0.006
H 5.92836 -1.43434 0.99148 -0.051 -0.004 -0.006
H 6.43875 -0.01911 1.92037 0.001 -0.002 -0.010
H 7.11568 -0.33820 0.32430 -0.002 -0.001 0.014
H 3.82164 -1.61486 0.96133 0.051 -0.020 -0.029
H 2.73552 -2.02513 3.53842 -0.013 0.013 -0.002
H 0.26812 -1.59328 4.55024 0.011 -0.004 -0.022
H -1.26170 -0.75822 2.50025 -0.006 0.012 -0.006
C -6.70170 3.42188 5.10782 0.009 0.009 -0.006
O -5.37187 3.16043 4.66779 -0.024 -0.030 0.029
C -4.95107 3.75386 3.53606 -0.026 0.068 -0.050
C -3.61454 3.53166 3.18926 0.031 -0.024 0.019
C -3.09283 4.08606 2.04255 -0.008 0.012 -0.074
C -3.89161 4.88999 1.22420 0.021 -0.114 0.151
C -5.19539 5.16575 1.60539 0.025 0.042 -0.052
C -5.73995 4.57766 2.73602 -0.077 -0.003 0.026
N -3.39187 5.57567 0.07886 0.097 -0.066 -0.194
N -2.67576 5.01697 -0.76279 -0.075 0.311 0.107
C -2.43667 3.61711 -0.78598 -0.129 -0.244 0.031
C -3.44697 2.70699 -0.97923 0.016 0.094 0.036
C -3.17843 1.33780 -1.17823 0.022 -0.071 -0.096
C -1.88636 0.89765 -1.18661 0.038 -0.078 0.000
O -1.48836 -0.40819 -1.29611 0.437 -0.119 0.374
C -0.83439 1.81287 -1.01407 0.087 -0.101 0.061
N 0.42923 1.27456 -0.99797 0.098 0.019 0.060
C 1.45754 2.10659 -0.85348 -0.054 -0.115 -0.031
C 1.29778 3.48335 -0.71763 -0.051 0.171 0.000
C 0.03174 4.02496 -0.69717 0.111 -0.008 0.019
C -1.08460 3.18086 -0.82778 0.063 -0.014 -0.143
H -6.82362 2.87164 6.03471 0.014 -0.008 0.005
H -7.43370 3.07099 4.37816 0.005 -0.007 -0.013
H -6.84905 4.48660 5.29602 0.011 0.004 0.000
H -3.00284 2.94155 3.85942 0.000 0.008 -0.021
H -2.04678 3.93891 1.80645 0.013 -0.015 -0.005
H -5.78637 5.84400 1.00289 0.002 -0.010 0.010
H -6.76484 4.79192 3.00010 0.009 0.001 -0.006
H -4.47324 3.04899 -0.97263 0.002 -0.006 0.002
H -3.99139 0.63732 -1.31787 0.003 0.012 0.012
H 2.44644 1.66623 -0.85550 0.007 -0.011 0.011
H 2.17356 4.10966 -0.62628 -0.010 -0.009 -0.002
H -0.11708 5.09258 -0.58971 0.001 -0.011 -0.002
C -1.43477 -6.40690 -0.95963 -0.014 -0.031 -0.017
N -0.62201 -5.22160 -0.64560 -0.006 -0.002 0.067
C 0.43675 -5.40321 0.35184 0.038 -0.033 0.011
C -0.88478 -4.05898 -1.17771 -0.007 -0.012 0.026
C -2.01774 -3.89552 -2.13546 -0.010 0.061 0.043
O -0.18020 -3.03240 -0.85427 0.089 0.325 -0.172
H -1.04896 -7.24368 -0.38661 0.008 0.015 0.019
H -1.36820 -6.65466 -2.01698 0.020 0.013 -0.006
H -2.47638 -6.24691 -0.68658 0.011 0.020 0.004
H -0.01024 -5.70025 1.29963 -0.028 -0.003 -0.009
H 0.98891 -4.48180 0.48833 -0.001 0.029 -0.008
H 1.11126 -6.18929 0.01756 -0.014 -0.010 -0.029
H -2.06148 -4.69870 -2.86724 0.031 -0.012 -0.011
H -1.93329 -2.93652 -2.63700 -0.013 0.027 -0.020
H -2.95773 -3.90457 -1.57753 0.001 -0.016 -0.009
```
Forces are in eV/Å.

Orbital gap = 5.7 eV
LUMO = -6.272 eV
Total charge = +2
Spin multiplicity = 1
E_HOMO = -11.94 eV

# 4
Entry from the OMol25 dataset: a 2-piece molecular cluster, C3H9N3O overall (ωB97M-V/def2-TZVPD).

Geometry as XYZ:
```
16
Properties=species:S:1:pos:R:3:forces:R:3
H -2.20025 -1.23459 0.26259 -0.304 0.489 -0.298
N -1.36984 -0.93607 -0.25194 -0.078 1.419 -1.953
N -1.62377 0.06315 -1.03202 1.519 -2.620 0.924
C -0.39362 0.55287 -1.77117 -0.733 -0.105 -0.115
O -2.70493 0.58391 -1.27923 -0.532 0.621 0.189
H -0.74221 1.02233 -2.68814 -0.089 -0.102 0.060
H 0.13661 1.30236 -1.18647 -0.130 -0.189 0.256
H 0.22773 -0.31213 -1.98720 0.008 0.129 0.153
H -0.70963 1.10363 2.13353 0.411 0.154 0.251
N -0.29069 0.27915 1.71044 -0.173 0.191 0.257
C 0.94596 0.35509 1.46796 0.047 0.135 0.493
C 1.65228 -0.78261 0.81319 -0.075 -0.088 0.069
H 1.58418 1.19296 1.79597 -0.237 0.065 -0.240
H 0.91731 -1.45386 0.37188 0.108 0.016 0.027
H 2.35301 -0.42407 0.06073 0.095 -0.015 -0.040
H 2.21786 -1.31210 1.57988 0.164 -0.100 -0.033
```
Forces are in eV/Å.

Orbital gap = 9.9 eV
LUMO = 0.939 eV
Spin multiplicity = 1
Energy above the lowest of the compared OMol25 structures with the same formula, charge and spin = 97.9 kcal/mol
E_HOMO = -8.92 eV
SMILES = [H]/N=[N+](/C)[O-].[H]/N=C/C

The following E values (in eV) correspond, in order, to the records above: -19798.02279; -133172.87296; -53264.65116; -9771.29300.
The following F_max values (in hartree/bohr) correspond, in order, to the records above: 0.042; 0.013; 0.015; 0.062.